ORCA calculation (ωB97M-V/def2-TZVPD) on a cluster of 3 separate species, C4H12BrO2S2 in total at a distorted geometry.

Last column: Löwdin charge in e.
Atoms and positions in Å:
Br  -0.0299  -0.5978  -0.0932  -0.591
C  0.9561  2.0472  2.7148  -0.351
S  2.3341  1.1612  3.2618  0.756
O  3.1601  2.0852  4.1838  -0.607
C  1.6331  -0.1718  4.1848  -0.316
H  0.4951  1.4912  1.8148  -0.011
H  0.8431  3.1072  2.4238  0.066
H  0.0821  2.0842  3.3898  0.049
H  2.5161  -0.5668  4.9218  0.111
H  0.9091  -0.6638  3.5368  0.034
H  0.9101  0.3392  5.0168  0.089
C  -1.1089  -2.3468  -3.3002  -0.313
S  -1.7299  -1.2378  -4.5622  0.769
O  -3.2079  -1.2068  -4.5542  -0.575
C  -1.2119  0.2352  -3.6652  -0.311
H  -1.3289  -2.0058  -2.3142  -0.035
H  -0.0639  -2.2048  -2.9962  0.048
H  -1.5929  -3.3168  -3.4602  0.051
H  -0.1229  0.2452  -3.7302  0.049
H  -1.7579  0.3802  -2.7132  0.047
H  -1.6839  1.1432  -4.0602  0.042

Atoms 1-6, force components in eV/Å:
0.02 0.03 0.09
-4.68 -0.07 -1.57
3.50 1.83 0.03
-1.32 -1.40 -0.60
-0.98 2.06 4.69
0.97 0.41 1.05

## Properties
- Calculated total energy: -100149.5476 eV
- Orbital gap: 7.615 eV
- E_HOMO: -4.58 eV
- Energy above the lowest of the compared OMol25 structures with the same formula, charge and spin: 17.8 kcal/mol
- Net charge: -1